Version one
Computed, not measured: a structure of composition C50H46MoN5OP2S3, with ωB97M-V/def2-TZVPD.

```
! wB97M-V def2-TZVPD RIJCOSX def2/J DEFGRID3
* xyz 3 3
Mo -0.432 0.187 -0.802
H -5.920 -0.224 0.740
N -5.034 4.964 -0.829
S -3.465 -0.025 -4.002
C 2.956 0.010 -4.343
H 6.064 0.558 -0.735
N -1.336 0.650 -2.726
C -2.644 1.456 -4.464
H 3.459 -0.834 5.942
H -3.453 4.426 3.562
H -3.288 3.698 -3.226
C 0.453 -0.977 -4.983
H 1.551 -4.030 5.522
C -4.916 -2.035 1.300
H 2.749 3.264 -0.939
C -2.501 2.702 2.713
C 0.388 -3.504 -1.821
H -3.653 -3.673 1.883
H 5.183 2.857 -0.925
O 1.433 -0.919 2.293
H 2.271 -2.910 6.696
C 2.284 1.169 -0.762
H 3.400 -3.950 -4.191
H 0.663 2.648 1.485
S 1.243 0.108 -3.774
H 1.196 1.349 -0.777
H 3.057 0.615 -5.241
H -3.909 1.178 0.939
C 4.130 -0.356 -0.620
C -4.981 -0.673 1.040
C -0.253 3.052 1.907
N -3.273 3.556 -0.631
H 3.372 -2.075 -2.580
H 0.133 2.976 -3.221
H 3.663 -0.474 4.219
C -1.346 2.206 2.120
H -0.521 4.612 -4.969
C -2.223 3.485 -5.633
H -3.342 2.052 2.915
C 1.446 -2.599 -1.780
C -2.583 -1.820 1.835
S -2.226 -1.382 -1.491
H 4.002 -5.322 1.440
C 0.712 -0.808 3.451
C 4.501 2.019 -0.853
H -1.534 5.923 3.148
H -0.404 -3.446 -1.088
C 2.530 -2.752 -2.642
C -3.852 0.122 1.166
H 3.062 -4.039 -0.442
C 0.312 -1.214 5.740
C 2.131 -2.087 2.161
C -1.485 4.883 2.849
H -4.630 4.774 -3.312
P 1.489 -1.418 -0.394
H 3.701 -4.580 3.743
H 3.220 -1.024 -4.559
C -2.563 4.043 3.076
C 2.759 -0.140 -0.644
C 3.131 2.253 -0.862
C 1.121 -1.417 4.630
N -4.014 4.212 -2.747
C 3.590 -1.278 4.954
H -3.846 2.147 -6.115
C -4.096 4.240 -1.422
C -1.522 1.675 -3.655
C 3.290 -3.975 2.946
C 2.249 -2.508 0.848
C -2.651 -0.445 1.592
C -0.748 2.819 -3.829
C -0.844 -0.447 5.666
C -2.997 2.348 -5.473
H 1.010 -1.911 -5.045
H -5.799 -2.651 1.195
C -2.286 -0.254 -2.779
C 0.379 -4.520 -2.767
C -2.400 2.675 -0.687
C 4.995 0.726 -0.742
C -3.711 -2.610 1.689
H -2.476 4.194 -6.411
C -1.113 3.719 -4.814
C -0.324 4.387 2.264
H -0.461 -5.201 -2.824
H 4.527 -1.839 4.949
C 2.537 -3.796 -3.554
C -0.474 -0.113 3.330
C 1.455 -4.666 -3.631
C 2.611 -2.798 3.244
C -1.254 0.098 4.464
P -1.084 0.459 1.702
N -1.589 1.831 -0.575
H -5.675 5.540 -1.351
H 0.578 -1.660 6.689
H 3.598 0.405 -3.556
C 3.463 -4.404 1.635
C 2.374 -3.334 5.699
H 1.463 -5.477 -4.348
H 4.522 -1.357 -0.494
H 0.433 -0.479 -5.950
H -5.062 5.011 0.176
H -1.444 -0.292 6.553
H 0.525 5.040 2.108
H 3.310 -3.891 5.696
H -0.563 -1.191 -4.654
C 2.412 -2.227 4.642
H -2.175 0.663 4.403
C 2.940 -3.684 0.572
H -1.648 -2.269 2.155
*
```

M in g/mol: 987.0
Expectation value of S²: 2.046

Löwdin population analysis, charges in e, atoms 1 to 99:
1 Mo 1.199
2 H 0.119
3 N 0.232
4 S 1.147
5 C -0.323
6 H 0.128
7 N -0.253
8 C -0.448
9 H 0.102
10 H 0.118
11 H 0.081
12 C -0.308
13 H 0.110
14 C -0.042
15 H 0.123
16 C -0.096
17 C -0.130
18 H 0.122
19 H 0.127
20 O -0.030
21 H 0.089
22 C -0.187
23 H 0.125
24 H 0.094
25 S 0.806
26 H 0.010
27 H 0.057
28 H 0.085
29 C -0.054
30 C -0.053
31 C -0.104
32 N 0.208
33 H 0.096
34 H 0.107
35 H 0.095
36 C -0.390
37 H 0.124
38 C -0.059
39 H 0.103
40 C -0.417
41 C -0.116
42 S 0.741
43 H 0.124
44 C -0.206
45 C -0.031
46 H 0.120
47 H 0.069
48 C -0.134
49 C -0.121
50 H 0.111
51 C 0.028
52 C -0.215
53 C -0.050
54 H 0.143
55 P 1.041
56 H 0.126
57 H 0.036
58 C -0.054
59 C -0.374
60 C -0.048
61 C -0.074
62 N 0.249
63 C 0.010
64 H 0.128
65 C -0.423
66 C -0.365
67 C 0.031
68 C -0.245
69 C -0.417
70 C -0.044
71 C -0.026
72 C -0.068
73 H 0.040
74 H 0.123
75 C -1.075
76 C -0.042
77 C -0.252
78 C -0.027
79 C -0.052
80 H 0.125
81 C -0.050
82 C -0.051
83 H 0.121
84 H 0.101
85 C -0.056
86 C -0.250
87 C -0.041
88 C -0.074
89 C -0.048
90 P 1.077
91 N -0.048
92 H 0.142
93 H 0.125
94 H 0.034
95 C -0.028
96 C -0.023
97 H 0.124
98 H 0.123
99 H 0.060

Version two
Computed, not measured: a structure of composition C50H46MoN5OP2S3, with ωB97M-V/def2-TZVPD.

```
! wB97M-V def2-TZVPD RIJCOSX def2/J DEFGRID3
* xyz 3 3
S -0.077 -3.105 -4.319
H -2.837 -2.787 0.269
C -2.675 2.345 -0.780
C 3.757 1.003 3.849
H 4.810 -2.026 -1.194
H -0.779 2.876 -7.426
H 1.038 -2.221 2.629
P 2.290 -1.101 0.082
C -4.010 -3.915 -3.736
H -0.764 3.250 -1.215
S -0.824 -1.915 1.175
C -1.178 2.213 1.569
H -4.829 -4.499 -4.144
C -0.365 3.785 3.664
O 0.774 0.889 1.691
C 4.085 -0.589 2.109
C -3.208 -2.298 -2.130
H 3.555 -2.866 2.097
H -4.330 -0.313 -0.518
C 2.245 -3.722 -0.912
H 5.571 -0.112 3.575
C 3.300 -3.455 1.231
C 5.710 -0.257 -2.032
H -1.698 5.081 -2.548
C 1.691 2.398 4.089
H -3.370 -1.607 -1.323
C -0.688 1.421 -3.298
C 2.642 -2.885 0.137
H 3.488 -6.680 0.196
C -4.581 3.538 -1.664
H 6.368 1.648 -2.770
H -4.106 -0.513 4.409
C 0.276 -2.881 2.216
H -2.349 0.673 3.166
C 0.451 2.724 3.278
C 4.564 0.074 3.219
C -2.751 -4.020 -4.300
Mo 0.001 -0.385 -0.817
N -1.144 2.722 -6.501
C -1.834 3.297 -1.371
C 3.451 1.092 -1.140
C 2.487 1.321 3.384
H 2.930 4.021 3.314
H 3.410 3.453 4.924
H 4.129 -5.225 2.097
C -5.227 -1.072 1.258
P -1.877 1.117 0.321
H -2.575 -4.671 -5.152
H 0.599 0.990 5.360
H -5.949 -1.645 3.201
C -1.559 4.076 3.029
H -4.158 5.299 -2.813
S 1.657 -1.053 -2.818
C 2.019 0.618 2.283
H -2.929 3.461 1.505
H 1.209 1.768 -6.703
H 1.710 -3.327 -1.756
H 0.703 2.634 6.020
C -1.908 -3.229 0.605
H 0.725 -3.698 1.669
C -3.192 0.241 1.226
C 2.542 -5.080 -0.888
H 4.363 2.856 -1.961
C -1.725 -3.255 -3.757
C -1.937 -2.430 -2.660
C 3.240 -5.623 0.184
C 4.709 -0.957 -1.360
N -1.052 1.946 -4.368
N 0.763 1.638 -5.810
N -0.749 -1.748 -2.269
C -0.460 2.095 -5.562
C -4.241 -0.393 0.554
C -2.361 4.343 -2.108
H 1.278 1.152 -5.093
C -4.240 -3.044 -2.667
C -3.741 4.464 -2.258
C 5.582 1.107 -2.253
C 3.607 -4.808 1.245
H -2.170 4.909 3.358
C -4.054 2.481 -0.923
H 2.120 1.573 6.064
N -0.363 0.935 -2.279
C 4.451 1.786 -1.806
C -3.150 0.185 2.619
H 2.230 -5.712 -1.711
C 1.249 1.863 5.467
C -1.975 3.275 1.985
H 4.141 1.523 4.722
H -2.101 -3.850 1.480
H -0.058 4.400 4.505
H -5.656 3.643 -1.752
H 4.737 -1.262 1.568
C -5.175 -1.124 2.647
H 2.583 1.629 -0.779
H 1.988 4.457 4.749
H -6.046 -1.544 0.727
H -2.058 3.076 -6.278
H -1.443 -3.815 -0.186
H 6.591 -0.783 -2.382
C 0.026 1.963 2.200
C 2.782 -0.359 1.666
C 2.555 3.656 4.274
H -0.357 -3.251 3.022
H -5.244 -2.951 -2.260
H -4.736 1.804 -0.431
C 0.242 -1.954 -3.106
C 3.580 -0.281 -0.919
C -4.140 -0.489 3.324
*
```

M in g/mol: 987.0
Expectation value of S²: 2.046

Löwdin population analysis, charges in e, atoms 1 to 99:
1 S 1.140
2 H 0.016
3 C -0.366
4 C 0.019
5 H 0.117
6 H 0.143
7 H 0.043
8 P 0.992
9 C -0.039
10 H 0.102
11 S 0.787
12 C -0.301
13 H 0.127
14 C 0.020
15 O -0.077
16 C -0.077
17 C -0.048
18 H 0.095
19 H 0.086
20 C -0.102
21 H 0.130
22 C -0.101
23 C -0.038
24 H 0.117
25 C -0.432
26 H 0.058
27 C -0.288
28 C -0.373
29 H 0.126
30 C -0.044
31 H 0.121
32 H 0.122
33 C -0.311
34 H 0.111
35 C -0.083
36 C -0.015
37 C -0.049
38 Mo 1.133
39 N 0.231
40 C -0.145
41 C -0.130
42 C -0.085
43 H 0.108
44 H 0.090
45 H 0.125
46 C -0.047
47 P 1.055
48 H 0.129
49 H 0.099
50 H 0.124
51 C -0.017
52 H 0.121
53 S 0.751
54 C -0.176
55 H 0.125
56 H 0.139
57 H 0.031
58 H 0.099
59 C -0.296
60 H 0.045
61 C -0.390
62 C -0.039
63 H 0.117
64 C -0.434
65 C -0.285
66 C -0.032
67 C -0.085
68 N 0.189
69 N 0.233
70 N -0.165
71 C -0.432
72 C -0.145
73 C -0.060
74 H 0.103
75 C -0.033
76 C -0.048
77 C -0.046
78 C -0.036
79 H 0.129
80 C -0.068
81 H 0.099
82 N -0.090
83 C -0.053
84 C -0.087
85 H 0.120
86 C 0.006
87 C -0.054
88 H 0.130
89 H 0.070
90 H 0.129
91 H 0.121
92 H 0.116
93 C -0.037
94 H 0.097
95 H 0.088
96 H 0.121
97 H 0.139
98 H 0.060
99 H 0.122

Which of them is most stable, and which least? Most stable: version two; least stable: version one.

Version one
Computed, not measured: the ion C4H10NO2 with charge +1, with ωB97M-V/def2-TZVPD.

```
! wB97M-V def2-TZVPD RIJCOSX def2/J DEFGRID3
* xyz 1 1
H 0.243 2.070 0.109
H -1.443 1.373 1.460
C 2.580 -0.843 0.198
H 0.544 -0.507 -1.558
H 2.856 -0.804 1.226
H 3.510 -0.504 -0.359
H 2.221 -1.771 -0.336
O -2.129 -1.276 -0.431
H -1.274 -0.964 1.530
H -0.807 1.765 -1.357
N -1.567 0.913 0.489
C -0.392 1.350 -0.426
C -1.322 -0.650 0.495
H -2.619 -2.048 -0.080
H -2.464 1.195 0.104
O 1.506 0.141 0.301
C 0.480 0.113 -0.527
*
```

M in g/mol: 104.1

natural (NBO) charges, unit e, in atom order:
1 H 0.247
2 H 0.445
3 C -0.267
4 H 0.232
5 H 0.223
6 H 0.213
7 H 0.207
8 O -0.699
9 H 0.187
10 H 0.250
11 N -0.573
12 C -0.281
13 C 0.165
14 H 0.513
15 H 0.439
16 O -0.500
17 C 0.199

Version two
Computed, not measured: the ion C4H10NO2 with charge +1, with ωB97M-V/def2-TZVPD.

```
! wB97M-V def2-TZVPD RIJCOSX def2/J DEFGRID3
* xyz 1 1
H -2.440 0.507 -2.713
H 0.479 -1.311 -0.127
H 2.151 -0.763 1.487
H 1.625 0.858 1.470
H -1.481 -1.130 1.203
C 0.327 -0.343 0.356
H -0.273 -0.816 2.419
C -0.007 0.689 -0.729
O -1.999 0.200 -1.906
H 0.873 1.289 -0.959
O -0.088 -0.788 -2.591
N 1.715 -0.008 0.940
C -0.674 -0.029 -1.892
H 2.315 0.176 0.136
C -0.673 -0.450 1.478
H -0.666 1.438 -0.273
H -1.182 0.478 1.701
*
```

M in g/mol: 104.1

natural (NBO) charges, unit e, in atom order:
1 H 0.534
2 H 0.241
3 H 0.453
4 H 0.440
5 H 0.268
6 C -0.025
7 H 0.234
8 C -0.541
9 O -0.719
10 H 0.238
11 O -0.513
12 N -0.676
13 C 0.799
14 H 0.443
15 C -0.660
16 H 0.248
17 H 0.237

Which of them is most stable, and which least? Most stable: version two; least stable: version one.

Version one
Computed, not measured: the molecule C5H8, with ωB97M-V/def2-TZVPD.

```
! wB97M-V def2-TZVPD RIJCOSX def2/J DEFGRID3
* xyz 0 1
H -1.216 -1.070 -0.865
C -1.252 -0.729 0.162
H -0.964 -1.720 0.815
H -2.194 -0.345 0.541
H -0.103 -0.149 1.898
H 1.250 -1.101 -0.731
C -0.038 -0.504 0.873
C 0.748 1.059 -0.521
H 1.608 1.725 -0.421
H 2.083 -0.334 0.663
C -0.466 1.306 -0.981
C 1.156 -0.385 0.089
H -0.612 2.247 -1.522
*
```

M in g/mol: 68.1

natural (NBO) charges, unit e, in atom order:
1 H 0.262
2 C -0.575
3 H 0.279
4 H 0.263
5 H 0.232
6 H 0.230
7 C -0.032
8 C -0.359
9 H 0.203
10 H 0.224
11 C -0.424
12 C -0.481
13 H 0.177

Version two
Computed, not measured: the molecule C5H8, with ωB97M-V/def2-TZVPD.

```
! wB97M-V def2-TZVPD RIJCOSX def2/J DEFGRID3
* xyz 0 1
C 0.116 1.391 0.702
H 1.088 -0.833 -0.358
C -0.589 0.160 0.337
C -0.758 -2.123 -0.670
C 0.014 -0.868 -0.288
C 1.218 1.803 0.058
H -0.070 -2.954 -0.758
H -1.501 -2.267 0.113
H -1.514 -0.050 0.875
H 1.564 1.276 -0.827
H -1.206 -1.938 -1.649
H -0.424 2.108 1.311
H 1.948 2.479 0.484
*
```

M in g/mol: 68.1

natural (NBO) charges, unit e, in atom order:
1 C -0.218
2 H 0.198
3 C -0.259
4 C -0.647
5 C -0.133
6 C -0.383
7 H 0.213
8 H 0.217
9 H 0.198
10 H 0.184
11 H 0.223
12 H 0.207
13 H 0.199

Version three
Computed, not measured: the molecule C5H8, with ωB97M-V/def2-TZVPD.

```
! wB97M-V def2-TZVPD RIJCOSX def2/J DEFGRID3
* xyz 0 1
H 3.338 -1.091 0.408
H -1.200 -1.788 0.654
C -0.310 1.405 -0.429
H -0.552 -1.492 -0.959
H -0.217 1.158 -1.491
C -1.051 -1.019 -0.110
H -2.032 -0.669 -0.444
H -1.280 1.886 -0.272
H 0.477 2.123 -0.179
C 1.206 -0.312 0.493
C 2.340 -0.715 0.453
C -0.192 0.136 0.429
H -0.526 0.378 1.446
*
```

M in g/mol: 68.1

natural (NBO) charges, unit e, in atom order:
1 H 0.238
2 H 0.215
3 C -0.588
4 H 0.214
5 H 0.209
6 C -0.589
7 H 0.208
8 H 0.208
9 H 0.219
10 C 0.018
11 C -0.272
12 C -0.304
13 H 0.224

Version four
Computed, not measured: the molecule C5H8, with ωB97M-V/def2-TZVPD.

```
! wB97M-V def2-TZVPD RIJCOSX def2/J DEFGRID3
* xyz 0 1
H 1.348 -0.993 -1.437
C 0.609 -0.276 -1.066
C 1.003 0.410 0.257
H -1.079 -1.828 -1.120
H 0.459 0.462 -1.870
C -0.708 -0.910 -0.692
H 1.620 1.302 0.118
H -0.658 1.750 0.879
H -2.269 -0.515 0.723
H -0.282 0.485 2.047
C -1.281 -0.287 0.332
H 1.580 -0.305 0.855
C -0.341 0.703 0.974
*
```

M in g/mol: 68.1

natural (NBO) charges, unit e, in atom order:
1 H 0.209
2 C -0.440
3 C -0.389
4 H 0.208
5 H 0.205
6 C -0.194
7 H 0.207
8 H 0.206
9 H 0.208
10 H 0.211
11 C -0.188
12 H 0.201
13 C -0.443

Which of them is most stable, and which least? Most stable: version four; least stable: version one.

Version one
Computed, not measured: the molecule C5H8, with ωB97M-V/def2-TZVPD.

```
! wB97M-V def2-TZVPD RIJCOSX def2/J DEFGRID3
* xyz 0 1
H 1.597 1.513 -1.155
C -0.495 0.935 -0.830
H -2.154 0.159 0.255
C -1.214 -0.208 -0.171
H 1.676 -1.131 -0.325
C 0.842 0.824 -0.760
H -1.513 -0.969 -0.907
C -0.171 -0.703 0.813
H -0.293 -0.249 1.807
H -0.244 -1.778 0.948
H 1.918 0.064 0.949
H -1.150 1.840 -0.816
C 1.201 -0.297 0.191
*
```

M in g/mol: 68.1

natural (NBO) charges, unit e, in atom order:
1 H 0.212
2 C -0.197
3 H 0.205
4 C -0.448
5 H 0.204
6 C -0.187
7 H 0.207
8 C -0.394
9 H 0.204
10 H 0.206
11 H 0.214
12 H 0.214
13 C -0.440

Version two
Computed, not measured: the molecule C5H8, with ωB97M-V/def2-TZVPD.

```
! wB97M-V def2-TZVPD RIJCOSX def2/J DEFGRID3
* xyz 0 1
H -2.284 0.004 -1.940
H 2.124 0.755 2.060
C -1.211 0.200 -1.917
C 0.447 -0.816 -0.181
C 0.848 -0.606 1.054
C 1.256 0.790 1.408
H 1.485 1.369 0.508
H -1.077 1.288 -1.818
C -0.677 -0.329 -0.654
H -0.714 -0.146 -2.819
H -1.285 -0.031 0.201
H 0.444 1.323 1.934
H 0.625 -1.320 1.835
*
```

M in g/mol: 68.1

natural (NBO) charges, unit e, in atom order:
1 H 0.214
2 H 0.222
3 C -0.639
4 C -0.033
5 C -0.110
6 C -0.654
7 H 0.225
8 H 0.218
9 C -0.249
10 H 0.216
11 H 0.168
12 H 0.220
13 H 0.202

Which of them is most stable, and which least? Most stable: version one; least stable: version two.